Record 1
{"formula": "C20H18N6O3S", "method": "the ωB97M-V functional and the def2-TZVPD basis", "charge": 0, "e_homo_ev": -9.17, "gap_ev": 8.86, "species": ["C", "H", "H", "H", "O", "C", "C", "C", "C", "C", "C", "H", "N", "C", "N", "N", "C", "C", "C", "C", "C", "O", "N", "C", "O", "N", "H", "H", "H", "H", "H", "S", "C", "C", "C", "C", "C", "N", "C", "H", "H", "H", "H", "H", "H", "H", "H", "H"], "coordinates": [[3.94472, -1.02001, 2.32824], [4.91665, -1.22407, 2.74975], [3.23100, -1.87854, 2.26763], [4.27545, -0.91046, 1.21879], [3.73788, 0.11170, 2.87576], [2.38635, 0.63683, 2.56387], [1.85097, 1.80827, 3.36139], [0.73236, 2.21758, 2.72024], [-0.02082, 1.71371, 1.68907], [0.46340, 0.76160, 1.00587], [1.46193, -0.02497, 1.35499], [1.97645, -0.90795, 0.78495], [-0.10362, 0.23137, -0.06746], [-0.09456, 0.23759, -1.42267], [-0.84152, -0.38782, -2.16357], [-1.92508, -0.73463, -1.12922], [-1.43167, -0.34054, 0.01808], [-2.25295, -0.82750, 1.28510], [-1.76140, -2.22133, 1.49893], [-2.50947, -3.33901, 1.65492], [-1.72910, -4.68903, 1.98491], [-2.48769, -5.73920, 2.14374], [-0.58188, -4.51035, 2.39189], [0.13158, -3.30372, 2.58399], [1.46487, -3.50128, 2.58490], [-0.44154, -2.15594, 2.04194], [0.23969, -1.22619, 2.22955], [-0.08889, -5.40862, 2.55671], [-3.44784, -3.37357, 1.35245], [-3.32190, -0.88068, 0.98777], [-2.15022, -0.19493, 1.88947], [1.55319, 0.91617, -2.00202], [0.98798, 1.06620, -3.77872], [0.07678, 2.09880, -3.94963], [-1.28371, 1.68795, -4.26809], [-2.47525, 2.60099, -4.60751], [-1.81517, 3.90493, -4.50188], [-0.87301, 4.49413, -3.93766], [0.17933, 3.39991, -3.88635], [1.06189, 3.68776, -3.54573], [-2.67763, 4.96535, -4.46732], [-3.50885, 2.39004, -4.55862], [-1.56418, 0.59919, -4.28882], [0.81736, 0.10378, -3.92952], [1.97653, 1.18305, -4.22441], [-0.94403, 2.40810, 1.31113], [0.35688, 3.30149, 3.32748], [2.50873, 2.27385, 3.96569]]}

=====

Record 2
{"formula": "C13H15NaOS", "method": "the ωB97M-V functional and the def2-TZVPD basis", "charge": 0, "e_homo_ev": -5.52, "gap_ev": 3.18, "species": ["C", "S", "C", "C", "C", "O", "H", "H", "H", "H", "H", "H", "H", "H", "C", "Na", "C", "C", "C", "C", "C", "C", "C", "C", "H", "H", "H", "H", "H", "H", "H"], "coordinates": [[-2.07401, -0.12641, -4.48436], [-2.34524, 0.37704, -2.78523], [-0.72652, -0.02484, -2.13757], [-0.24875, 0.97365, -0.93755], [1.32493, 0.80286, -0.97196], [-0.61738, 2.12218, -1.36947], [-2.31895, 0.72665, -5.12366], [-1.03551, -0.42645, -4.64074], [-2.75766, -0.95502, -4.69213], [-0.68591, -1.08794, -1.86275], [-0.06180, 0.19188, -2.98826], [1.65433, 1.11138, -1.96729], [1.77696, 1.46265, -0.22740], [1.64457, -0.22882, -0.79185], [-0.24438, 1.75166, 2.40959], [-0.23462, -3.08549, 3.67783], [-0.98465, 1.85329, 1.26474], [-0.84129, 0.58889, 0.41949], [0.02774, -0.28353, 1.30630], [0.39152, 0.43141, 2.46474], [1.31512, -0.13361, 3.35584], [1.90807, -1.34830, 3.05021], [1.52958, -2.06237, 1.90192], [0.51643, -1.56510, 1.07355], [-0.12273, 2.50002, 3.19689], [-1.51848, 2.72475, 0.90181], [-1.80718, 0.11260, 0.20606], [1.58190, 0.42728, 4.25471], [2.70915, -1.73599, 3.68905], [2.07674, -2.96505, 1.61002], [0.16804, -2.12928, 0.19748]]}

=====

Record 3
{"formula": "H5N2OP", "method": "the ωB97M-V functional and the def2-TZVPD basis", "charge": 0, "e_homo_ev": [-7.34, -9.41], "s2": 2.007, "gap_ev": [8.30, 8.28], "spin_multiplicity": 3, "species": ["N", "N", "O", "P", "H", "H", "H", "H", "H"], "coordinates": [[-3.21313, -0.94232, 0.88435], [0.80262, 1.44310, 1.15025], [-3.02378, 0.05752, 0.08690], [-1.96282, 0.27993, -1.06848], [0.62722, 0.67166, 1.72205], [-4.07684, -0.63482, 1.43806], [0.71637, 2.28881, 1.78929], [1.69422, 1.31281, 0.66057], [-2.34603, 1.64946, -1.48934]]}

=====

Relative energy (zero: lowest compared OMol25 entry of this formula, charge and spin) values (in kcal per mole) by entry order: 402.3, 27.7, 9.0.
Electronic energy values (in Ha) by entry order: -1724.82198, -1139.96710, -528.91767.